<i>
Density functional theory data (wB97M-V/def2-TZVPD) for C5H10S in the gas phase.

Geometry (Å):
1 C 0.36444 -1.69685 0.30436
2 C 0.04123 -0.42756 -0.53788
3 S 1.46070 0.47563 -1.19401
4 C -0.73289 0.50455 0.20251
5 C -0.77662 0.80057 1.60444
6 C -2.05473 0.20889 0.86460
7 H 1.11482 -1.40474 0.90577
8 H 0.70308 -2.60490 -0.22609
9 H -0.59423 -1.97506 0.82354
10 H -0.57288 -0.75339 -1.38789
11 H 2.27345 -0.61178 -1.44233
12 H -0.98539 1.44563 -0.33177
13 H -0.42027 0.05073 2.28935
14 H -0.75314 1.82448 2.04174
15 H -2.90584 0.87187 0.57648
16 H -2.27952 -0.79062 1.22718

Its HOMO energy is -0.3315 hartree. As for the gap between HOMO and LUMO: 0.3665 Eh. Its net charge is 0.

***

<ii>
Density functional theory data (wB97M-V/def2-TZVPD) for C5H10S in the gas phase.

Geometry (Å):
1 C -0.55490 -1.47809 -0.01295
2 C 0.07519 -0.25601 -0.69320
3 C 1.59444 -0.25997 -0.54728
4 C -0.47045 1.08813 -0.20524
5 C -0.82167 1.32569 1.22075
6 S -2.22782 1.35297 0.08198
7 H -0.27357 -1.55451 1.06878
8 H -1.62695 -1.43564 -0.05119
9 H -0.17603 -2.36392 -0.50114
10 H -0.12887 -0.28309 -1.78945
11 H 2.01043 -1.23250 -0.95824
12 H 1.86317 -0.17106 0.51833
13 H 2.10920 0.56740 -1.05016
14 H -0.00902 1.95528 -0.68193
15 H -0.57282 2.29645 1.67103
16 H -0.79033 0.44887 1.92992

Its HOMO energy is -0.3197 hartree. As for the gap between HOMO and LUMO: 0.3587 Eh. Its net charge is 0.

***

<iii>
Density functional theory data (wB97M-V/def2-TZVPD) for C5H10S in the gas phase.

Geometry (Å):
1 C 0.83587 -0.20112 3.03028
2 S 1.38641 -0.41733 1.33097
3 C -0.05953 0.08225 0.46138
4 C -0.24722 0.06961 -0.87577
5 C 0.74379 -0.45754 -1.85175
6 C -1.46406 0.61452 -1.58442
7 H 0.71217 0.89101 3.33141
8 H 1.61247 -0.71718 3.67814
9 H -0.15590 -0.73610 3.24137
10 H -0.87816 0.40298 1.13148
11 H 1.10892 0.36985 -2.51664
12 H 0.21551 -1.16046 -2.55451
13 H 1.60985 -0.95653 -1.41484
14 H -2.10220 -0.21770 -1.97322
15 H -2.15480 1.22922 -0.94304
16 H -1.16310 1.20453 -2.49085

Its HOMO energy is -0.2860 hartree. As for the gap between HOMO and LUMO: 0.3225 Eh. Its net charge is 0.

***

<iv>
Density functional theory data (wB97M-V/def2-TZVPD) for C5H10S in the gas phase.

Geometry (Å):
1 C -2.28509 0.31554 0.13637
2 S -0.91093 -0.84330 -0.08912
3 C 0.54460 0.19639 0.02377
4 C 0.46759 1.75336 -0.15056
5 C 1.69016 -0.39038 0.81659
6 C 1.73340 -0.56175 -0.66794
7 H -3.23442 -0.20925 0.03983
8 H -2.16974 1.02258 -0.67733
9 H -2.18354 0.85145 1.05020
10 H -0.07835 2.06525 0.75744
11 H 1.42912 2.21772 -0.03677
12 H 0.01231 2.03925 -1.10295
13 H 2.41472 0.27870 1.29214
14 H 1.48556 -1.16462 1.44618
15 H 1.54811 -1.49124 -1.11239
16 H 2.44705 0.00402 -1.17985

Its HOMO energy is -0.2943 hartree. As for the gap between HOMO and LUMO: 0.3308 Eh. Its net charge is 0.

***

The energetic minimum among the shown structures is <ii>; the next structure lies 6.4 kcal/mol above.